1.
# C6H13N2

An isolated ion of composition C6H13N2 and charge +1 (the ωB97M-V functional and the def2-TZVPD basis, the OMol25 dataset).

```
21
C6H13N2 (the ωB97M-V functional and the def2-TZVPD basis)
C -0.1534 1.3129 -0.5302
C 1.1793 0.4060 -0.3243
C 0.9721 -0.8748 0.3228
C 2.0961 1.3576 0.5355
C 1.0142 -2.0702 -0.4313
C -3.3465 -0.2346 0.3711
N -1.3418 0.9160 -0.1292
N -1.8514 -0.0669 0.3981
H -0.0633 2.2574 0.0247
H -0.2333 1.5425 -1.7283
H 1.7048 0.2507 -1.3341
H 0.9080 -0.8855 1.4198
H 1.7518 1.8437 1.3508
H 2.7009 1.9979 -0.1423
H 2.7294 0.6481 1.0414
H 0.5146 -2.8068 0.1207
H 1.9874 -2.4577 -0.5790
H 0.6556 -2.1208 -1.4835
H -3.5641 -1.0736 -0.4134
H -3.9473 0.6730 0.1687
H -3.7130 -0.6150 1.3421
```

## Properties
Charge: +1
Energy relative to the best compared isomer or geometry (same formula, charge and spin), kJ/mol: 273.7
Spin multiplicity: 3
Gap between HOMO and LUMO (spin up / spin down), eV: 5.837 / 8.206

2.
# C6H13N2

A 2-piece molecular cluster, C6H13N2 overall (the ωB97M-V functional and the def2-TZVPD basis, the OMol25 dataset).

```
21
C6H13N2 (the ωB97M-V functional and the def2-TZVPD basis)
C 2.7713 1.2447 0.5208
C 2.3990 0.5715 -0.6153
C 2.3407 -0.8720 -0.7228
C 1.8370 -1.4490 -1.8681
H 3.0988 0.6556 1.3735
H 2.7574 2.3253 0.5687
H 2.1022 1.1118 -1.5107
H 2.8649 -1.4142 0.0555
H 1.8906 -2.5261 -1.9688
H 1.4072 -0.7958 -2.6149
C -3.9218 0.5225 0.2865
N -0.3245 -0.1790 0.9158
C -1.5361 0.3532 0.8148
N -2.6456 -0.2509 0.5194
H -4.2363 0.2855 -0.7258
H -3.6307 1.5661 0.3139
H -4.5825 0.2379 1.0990
H -0.1442 -1.1244 0.6150
H 0.4688 0.4238 0.9775
H -1.6007 1.4304 0.9193
H -2.6503 -1.2444 0.3126
```

## Properties
Charge: +2
Energy relative to the best compared isomer or geometry (same formula, charge and spin), kJ/mol: 0.0
Spin multiplicity: 2
Gap between HOMO and LUMO (spin up / spin down), eV: 9.608 / 6.557

3.
# C6H13N2O

A 2-piece molecular cluster, C6H13N2O overall (the ωB97M-V functional and the def2-TZVPD basis, the OMol25 dataset).

```
22
C6H13N2O (the ωB97M-V functional and the def2-TZVPD basis)
C 0.6433 0.3699 -1.1467
C 2.4913 -0.4666 -2.5893
C -0.5165 -1.5414 1.9036
C -2.4966 0.6143 -0.6299
C 1.5013 -0.4035 2.4048
C -1.4368 1.6716 -0.7764
N 1.4847 -0.0668 -1.9767
N 0.3625 -0.6963 1.5908
O -0.3700 1.1820 -1.6023
H 0.4064 -0.0955 -0.1732
H 2.3546 -1.2235 -3.3089
H 3.5444 -0.1324 -2.5332
H -1.3948 -1.8142 1.3206
H -0.5195 -2.1121 2.8789
H -3.2659 0.5587 -1.5289
H -2.1881 -0.4051 -0.4945
H -3.1288 0.9349 0.1103
H 1.4281 0.6885 2.7949
H 1.7409 -1.0409 3.3192
H 2.2480 -0.5753 1.5575
H -0.8798 1.9810 0.1551
H -2.0087 2.5726 -1.2759
```

## Properties
Charge: +1
Energy relative to the best compared isomer or geometry (same formula, charge and spin), kJ/mol: 460.4
Gap between HOMO and LUMO, eV: 8.830

4.
# C6H13N2O

A 2-piece molecular cluster, C6H13N2O overall (the ωB97M-V functional and the def2-TZVPD basis, the OMol25 dataset).

```
22
C6H13N2O (the ωB97M-V functional and the def2-TZVPD basis)
C 0.3593 2.0548 -0.2105
C 0.7477 0.8281 -0.0353
C 1.5336 -0.2651 0.0452
C -1.0413 2.5656 -0.3093
C -1.6931 -1.1003 0.8832
C -1.2318 -1.0024 -0.5095
N 1.9155 -0.7822 1.2592
N 1.7666 -1.0534 -1.0482
O -0.5756 -1.9499 -1.1108
H 1.1154 2.8334 -0.3081
H -1.2337 2.8800 -1.3358
H -1.7759 1.8187 -0.0268
H -1.1592 3.4427 0.3229
H -1.0635 -1.7635 1.4791
H -1.7471 -0.1281 1.3636
H -2.7125 -1.5076 0.8966
H -1.5878 -0.2274 -1.1743
H 1.9171 -0.1408 2.0375
H 2.6835 -1.4356 1.2574
H 1.5827 -0.6609 -1.9579
H 2.5016 -1.7410 -1.0090
H -0.3017 -2.6652 -0.5091
```

## Properties
Charge: +1
Energy relative to the best compared isomer or geometry (same formula, charge and spin), kJ/mol: 295.4
Gap between HOMO and LUMO (spin up / spin down), eV: 7.498 / 7.497

5.
# C6H13N2O

An isolated ion of composition C6H13N2O and charge +1 (the ωB97M-V functional and the def2-TZVPD basis, the OMol25 dataset).

```
22
C6H13N2O (the ωB97M-V functional and the def2-TZVPD basis)
C 1.5434 -0.0034 -0.1449
C -1.1962 0.1230 -0.6371
C -0.9795 -0.4613 0.7074
C 0.4683 0.3244 0.6661
C -1.8949 1.3958 -0.8975
C -0.9213 -2.0094 0.9807
N 2.6399 0.7981 -0.0992
N 1.5877 -1.1793 -0.8450
O 0.4336 1.7422 0.8622
H -0.6892 -0.3850 -1.3830
H -1.5152 0.1585 1.3498
H -1.1016 2.3540 -0.8188
H -2.7364 1.7220 -0.2843
H -2.3522 1.4954 -1.8181
H -1.3233 -2.1414 1.9853
H 0.0811 -2.3346 0.8778
H -1.6165 -2.3570 0.1879
H 2.4834 1.4986 0.6287
H 3.4864 0.2991 -0.3018
H 0.7390 -1.5001 -1.2668
H 2.3076 -1.3594 -1.5605
H 0.5561 1.8197 1.8111
```

## Properties
Charge: +1
Energy relative to the best compared isomer or geometry (same formula, charge and spin), kJ/mol: 325.2
Gap between HOMO and LUMO, eV: 8.347

6.
# C6H13N2O2

C6H13N2O2 as an isolated structure (the ωB97M-V functional and the def2-TZVPD basis, the OMol25 dataset).

```
23
C6H13N2O2 (the ωB97M-V functional and the def2-TZVPD basis)
C -0.5405 -2.0914 -1.0740
C -0.5446 2.3237 -0.2144
C -0.7107 -0.8414 1.5579
C -0.2583 -0.6061 -0.8894
C 0.1096 1.3201 0.7318
C -0.3042 -0.1156 0.5296
N 2.5816 -0.2099 0.5288
N 3.1777 -0.4147 -0.4283
O 3.2016 -0.1805 -1.6118
O 4.5950 -1.4679 -0.1574
H -0.4698 -2.3493 -2.1295
H 0.1909 -2.6805 -0.5269
H -1.5396 -2.3514 -0.7245
H -1.6310 2.2574 -0.1638
H -0.2310 2.1563 -1.2402
H -0.2496 3.3354 0.0626
H -0.9855 -1.8789 1.4795
H -0.7349 -0.4263 2.5519
H 4.5258 -1.6861 0.7757
H -0.9838 -0.0330 -1.4788
H 0.7322 -0.3838 -1.2897
H 1.1940 1.3407 0.5949
H -0.0998 1.6090 1.7644
```

## Properties
Charge: -1
Energy relative to the best compared isomer or geometry (same formula, charge and spin), kJ/mol: 336.6
Gap between HOMO and LUMO, eV: 7.371

7.
# C6H13N2S

C6H13N2S as an isolated structure (the ωB97M-V functional and the def2-TZVPD basis, the OMol25 dataset).

```
22
C6H13N2S (the ωB97M-V functional and the def2-TZVPD basis)
C -0.0156 1.3875 -3.3649
C 1.1950 1.3360 -3.2557
C -1.0970 0.9790 1.1549
C 0.0945 1.6867 0.6903
C -0.8413 -0.0335 0.0528
C 0.0671 -1.9980 1.2926
N -0.5103 -3.1160 0.8061
N 0.4343 0.6538 -0.2674
S 1.7869 -1.5243 1.0277
H -1.0835 1.6383 -3.2206
H 2.0985 0.9846 -3.4495
H -1.1224 0.5699 2.1335
H -2.1188 1.4686 1.0828
H 0.0481 2.7504 0.3320
H 0.7874 1.7910 1.5595
H -1.4454 -0.3949 -0.7293
H -0.4376 -1.4852 2.2364
H -0.2110 -3.6167 0.0249
H -1.4039 -3.3733 1.3390
H 0.7072 0.8877 -1.3230
H 1.3561 -0.1031 -0.0124
H 1.7118 -0.4886 1.8904
```

## Properties
Charge: +1
Energy relative to the best compared isomer or geometry (same formula, charge and spin), kJ/mol: 743.4
Gap between HOMO and LUMO (spin up / spin down), eV: 8.171 / 8.172

8.
# C6H13N3

The molecule C6H13N3 (the ωB97M-V functional and the def2-TZVPD basis, the OMol25 dataset).

```
22
C6H13N3 (the ωB97M-V functional and the def2-TZVPD basis)
C 2.7499 0.7270 0.4090
C 1.1727 0.7346 0.3738
N 0.6053 -0.5624 0.2722
C -0.8063 -0.8787 0.6297
C -0.8270 -2.4399 0.9871
N -1.4066 -0.7074 -0.6970
C -0.7372 0.4691 -1.2959
C -1.3731 1.8216 -0.7972
N 0.6773 0.2844 -0.8920
H 3.2607 1.6374 0.8007
H 3.1540 0.7620 -0.6170
H 3.1653 -0.1541 0.8843
H 0.7150 1.5552 0.8418
H -1.3472 -0.3029 1.3774
H -0.4148 -3.1655 0.2220
H -1.8422 -2.7822 1.2889
H -0.3483 -2.4004 1.8759
H -1.0049 -1.4826 -1.2062
H -0.7147 0.5505 -2.3552
H -2.3924 1.9156 -1.2672
H -1.5736 1.8775 0.3092
H -0.7119 2.5413 -1.1443
```

## Properties
SMILES: CC1N2[C@H](C)N[C@@H](C)N12
Energy relative to the best compared isomer or geometry (same formula, charge and spin), kJ/mol: 340.4
Gap between HOMO and LUMO, eV: 9.472